No. 1
A cluster of 8 separate species, C38H98N10O14 in total at a distorted geometry. Source: OMol25; level of theory: the ωB97M-V functional and the def2-TZVPD basis.

The total energy is -3107.1075 Ha. As for the SMILES: COCCNCCOC.COCCNCCOC.COCCNCCOC.COCCNCCOC.COCCNCCOC.COCCNCCOC.NC(N)=O.NC(N)=O. The value obtained for the HOMO-LUMO gap is 8.49 eV. As for the max |F|: 8.2 eV Å⁻¹. The energy above the lowest of the compared OMol25 structures with the same formula, charge and spin comes out at 146.3 kcal/mol.

```
160
Properties=species:S:1:pos:R:3:forces:R:3:mulliken_charge:R:1
C -3.5209 -1.1163 -8.3565 -0.21 -1.58 0.24 -0.597
O -4.4622 -0.2245 -7.8548 0.63 1.61 -0.24 -0.401
C -3.9562 1.1138 -7.7585 0.39 0.22 0.11 -0.410
C -4.8300 1.9361 -6.8151 -1.34 0.89 -0.41 -0.625
N -5.4613 1.0389 -5.8229 -0.09 0.76 -0.39 -0.523
C -4.5548 1.0146 -4.6988 0.68 -0.67 -0.15 -0.270
C -4.8945 0.1334 -3.5289 -0.86 0.22 0.96 -1.123
O -3.8678 0.3335 -2.5845 1.08 -0.78 1.48 0.049
C -3.8590 -0.6634 -1.5244 -0.43 0.11 -1.03 -0.639
H -3.0280 -0.9106 -9.3067 -0.56 0.52 -0.38 0.316
H -4.1356 -2.0148 -8.4114 0.55 -0.40 -0.45 0.289
H -2.6869 -1.3260 -7.6868 0.03 0.21 0.57 0.119
H -3.8313 1.5162 -8.7638 -0.24 0.26 -0.04 0.489
H -2.9680 1.1348 -7.2991 0.38 -0.57 -0.07 0.239
H -5.5786 2.5565 -7.3079 -0.48 -0.64 -0.57 0.339
H -4.2834 2.7623 -6.3606 0.66 -0.43 0.36 0.270
H -5.2367 0.1783 -6.3015 -1.13 -0.73 0.34 0.571
H -4.4045 2.0345 -4.3447 0.23 -0.15 0.17 0.298
H -3.6612 0.5794 -5.1462 1.08 0.41 0.68 0.296
H -5.0292 -0.9335 -3.7069 0.25 -0.20 -0.65 0.358
H -5.8350 0.4472 -3.0759 -0.37 0.18 -0.01 0.335
H -4.7948 -0.6626 -0.9654 -0.13 0.17 0.04 0.375
H -3.0433 -0.5718 -0.8073 -0.17 0.87 -0.30 -0.255
H -3.7411 -1.6541 -1.9632 -0.09 -0.22 -0.21 0.478
C -0.4551 2.0951 -3.7446 0.53 -0.60 1.61 -0.459
O -0.0630 3.4396 -3.5949 -1.62 -1.04 -0.06 -0.363
C 1.2420 3.7014 -3.9111 0.79 3.23 -0.21 -0.430
C 1.5554 5.0581 -3.1536 0.43 -2.04 -0.64 -0.992
N 2.0039 4.8001 -1.7716 -1.60 0.60 -0.24 -0.350
C 0.8997 4.3538 -0.8373 1.36 1.75 -2.82 -0.234
C 1.4648 4.3084 0.4880 -0.55 -1.30 1.97 -0.365
O 2.2391 3.1083 0.6755 -0.71 1.41 -3.21 -0.740
C 2.7072 2.8550 1.9189 0.20 -0.26 1.30 -0.073
H -0.0194 1.5423 -4.5768 -0.19 0.44 -0.61 0.560
H -1.5306 1.9564 -3.6337 -0.02 0.36 -0.46 0.123
H -0.0284 1.6172 -2.8628 0.01 -0.69 0.24 0.056
H 1.2774 3.8969 -4.9828 0.35 -0.12 -0.45 0.536
H 2.0695 3.0386 -3.6580 -0.48 -0.83 0.36 0.225
H 0.6611 5.6796 -3.1996 -0.22 -0.21 0.56 0.317
H 2.2135 5.5857 -3.8440 0.93 0.17 0.74 0.426
H 2.8435 4.2609 -1.6150 -0.07 -0.17 -0.60 0.310
H 0.3102 3.4783 -1.1098 0.30 -0.27 -0.07 -0.230
H 0.2216 5.2072 -0.8382 -0.32 -0.02 -0.04 0.329
H 0.5454 4.2563 1.0711 0.20 -0.17 1.08 0.193
H 2.0220 5.2107 0.7398 0.21 -0.09 0.06 0.511
H 2.7088 3.8181 2.4292 0.72 -0.36 0.86 0.383
H 3.6379 2.3046 1.7813 0.53 0.58 0.47 -0.065
H 2.0586 2.1212 2.3974 -0.34 0.19 0.72 -0.059
C 7.9278 -0.7072 5.5761 -0.94 0.37 0.48 -0.775
O 6.6366 -0.6806 5.0009 -0.56 0.06 -1.24 -0.272
C 6.5956 0.0431 3.7355 0.35 -1.15 0.61 -1.070
C 5.2427 -0.1110 3.0390 -0.18 -0.31 -0.02 0.029
N 5.0147 -1.4023 2.3789 2.51 0.17 0.17 -0.300
C 3.7996 -1.6615 1.6832 -1.81 -0.48 2.00 -0.557
C 2.6317 -1.9346 2.7260 -1.12 0.22 -1.37 -0.153
O 2.6722 -3.1978 3.3490 0.74 -0.64 1.06 -0.334
C 3.2428 -3.1261 4.6677 0.03 -0.62 -1.18 -0.710
H 8.6391 -1.3226 5.0252 0.17 0.33 -0.32 0.299
H 7.8294 -1.1446 6.5696 -0.10 -0.07 -0.02 0.240
H 8.1864 0.3414 5.7230 0.91 -0.02 -0.11 0.319
H 7.4098 -0.3213 3.1091 -0.06 -0.47 -0.35 0.394
H 6.8831 1.0858 3.8711 -0.51 0.35 0.42 0.469
H 5.2297 0.6949 2.3053 -0.30 -0.05 -0.20 0.152
H 4.4344 0.0379 3.7550 -0.01 0.62 0.35 0.340
H 5.2197 -2.1289 3.0499 0.09 -0.14 -0.21 0.327
H 3.8452 -2.6183 1.1630 0.37 0.13 -0.40 0.277
H 3.5653 -0.8493 0.9951 -0.20 -0.09 0.03 0.007
H 1.6651 -2.0556 2.2368 -0.05 0.94 -0.62 0.015
H 2.5117 -1.1635 3.4870 0.19 0.31 -0.05 0.438
H 2.5605 -2.6985 5.4024 0.04 0.57 -0.12 0.291
H 4.1715 -2.5808 4.4992 0.06 -0.03 1.20 0.261
H 3.4034 -4.1508 5.0026 0.34 0.01 -0.13 0.238
C 0.2864 -3.9850 0.6184 -0.51 0.73 -1.49 -0.538
O -0.0325 -4.4009 -0.7317 -0.03 0.93 0.46 0.001
C -1.0343 -5.3645 -0.8505 1.25 -2.02 -1.68 -0.504
C -0.8890 -5.9216 -2.2764 -0.13 1.00 -0.97 -0.836
N -1.3368 -4.8385 -3.2178 0.72 -1.13 -0.26 -0.406
C -0.7991 -4.9093 -4.6223 -0.67 0.79 1.02 -0.693
C -0.8174 -3.4750 -5.1554 -1.07 -1.21 -1.69 -0.597
O 0.1957 -2.6760 -4.6939 0.13 0.48 1.06 -0.284
C -0.0237 -1.2918 -4.8256 2.35 0.59 0.49 -0.961
H 1.0448 -3.2435 0.3672 0.19 0.03 0.89 -0.246
H 0.6180 -4.7715 1.2963 0.14 -0.24 -0.29 0.343
H -0.5937 -3.4962 1.0364 0.07 0.10 0.25 0.409
H -2.0805 -5.0634 -0.7958 0.07 0.28 1.03 0.257
H -0.6176 -6.1862 -0.2681 -1.28 -0.35 0.89 0.384
H -1.4033 -6.8662 -2.4534 -0.36 0.15 0.17 0.477
H 0.1732 -6.1166 -2.4241 0.33 -0.17 -0.05 0.376
H -0.8103 -4.0747 -2.8182 -0.19 0.69 -0.08 0.204
H -1.4252 -5.4456 -5.3355 -0.41 -0.34 0.47 0.374
H 0.1619 -5.4235 -4.6349 0.45 0.33 -0.16 0.326
H -1.8259 -3.0751 -5.0506 -0.20 0.28 1.12 0.291
H -0.8351 -3.5030 -6.2449 0.75 -0.26 -0.61 0.525
H 0.1364 -0.9544 -5.8497 -1.16 -0.03 -0.39 0.483
H 0.8744 -0.8481 -4.3959 0.33 -0.02 0.36 0.284
H -0.7808 -0.8172 -4.2014 -0.88 -0.50 -0.56 0.306
C -1.1850 -7.0743 3.5964 -0.93 2.03 -0.58 -0.831
O -1.1600 -5.6090 3.6159 -0.20 -1.26 -0.10 -0.245
C -0.2754 -5.0396 4.5654 -0.58 -0.20 0.24 -0.816
C -0.4074 -3.5264 4.4205 1.51 -0.54 1.62 0.325
N -1.6517 -2.9624 4.9594 0.41 -0.34 -0.39 -0.437
C -1.9204 -1.7682 4.1944 -1.87 0.58 -0.17 -0.231
C -3.3174 -1.0363 4.5068 1.35 -0.81 0.98 -0.780
O -3.4309 0.2355 3.9423 -0.20 -0.57 -0.93 -0.346
C -2.4296 1.1190 4.3328 0.17 1.94 -0.83 -0.321
H -1.3071 -7.5180 4.5846 0.62 0.06 0.16 0.333
H -0.3554 -7.4183 2.9788 0.14 -0.37 0.42 0.275
H -2.1294 -7.2712 3.0889 0.15 -0.27 -0.24 0.264
H 0.7247 -5.4507 4.4280 0.43 0.49 -0.30 0.476
H -0.5758 -5.4125 5.5446 -0.15 0.29 0.47 0.468
H 0.0317 -3.2854 3.4524 -1.39 0.21 -0.98 -0.492
H 0.3587 -2.9921 4.9825 0.44 -0.47 0.64 0.327
H -2.4029 -3.6370 4.9320 -0.13 -0.03 -0.41 0.375
H -2.0202 -2.0643 3.1502 0.05 0.33 -0.50 0.185
H -1.0252 -1.1485 4.2477 -0.30 0.39 0.24 0.262
H -3.6097 -0.8695 5.5436 0.90 -0.51 0.77 0.464
H -4.0926 -1.7362 4.1947 -0.19 0.38 -0.82 0.323
H -2.3045 1.3080 5.3990 -0.12 -0.63 0.35 0.396
H -2.7423 2.0788 3.9216 -0.29 0.22 0.09 0.076
H -1.4672 1.0275 3.8294 0.17 -0.83 0.11 0.007
C 2.5730 6.7326 4.7811 -0.42 -0.41 -0.05 -0.837
O 1.5800 6.3065 3.8544 -1.03 0.21 0.11 -0.200
C 0.3038 6.0957 4.5065 -0.75 -0.44 -1.30 -0.959
C -0.6807 5.1144 3.7742 1.55 1.42 -0.32 -0.095
N -1.2739 5.6297 2.5266 0.12 1.02 1.49 -0.437
C -2.3323 4.7628 2.1170 0.41 -1.05 -2.20 -0.022
C -2.7276 5.0275 0.6065 1.76 0.39 1.96 -0.143
O -3.6654 4.1713 0.1340 -1.86 -1.06 0.14 -0.468
C -3.3115 2.7759 0.1206 -1.25 0.19 -0.38 -0.186
H 2.7394 5.8529 5.4029 0.69 0.21 0.37 0.346
H 2.2876 7.5748 5.4115 -0.52 0.04 0.08 0.334
H 3.4638 7.0897 4.2644 -0.03 -0.53 -0.26 0.234
H -0.2917 7.0083 4.5288 0.45 0.51 0.39 0.307
H 0.4406 5.6770 5.5035 0.21 0.14 0.19 0.445
H -1.4976 5.0068 4.4878 -0.04 -0.29 -0.03 0.449
H -0.1361 4.1783 3.6512 -0.22 -0.53 -0.15 0.150
H -0.6267 5.7872 1.7674 0.29 -0.12 0.25 0.364
H -3.1898 4.7513 2.7898 -0.08 0.34 -0.06 0.443
H -1.8911 3.7662 2.1020 -0.43 -0.67 0.20 -0.232
H -1.8556 4.8912 -0.0331 0.79 0.23 0.17 -0.050
H -2.9897 6.0843 0.5552 -0.68 -0.09 -0.40 0.343
H -2.9325 2.3178 1.0341 0.69 0.60 -0.06 0.106
H -2.7278 2.5845 -0.7799 0.43 -0.24 0.23 0.095
H -4.2665 2.2617 0.0131 -0.11 0.05 -0.41 0.216
N 3.7898 -1.8742 -2.9124 4.38 1.64 -1.93 -0.507
C 2.6995 -2.0044 -2.2105 3.11 4.30 0.79 0.451
N 2.1742 -3.0925 -2.4307 -5.02 -6.41 -0.27 0.001
O 2.2991 -1.1576 -1.4393 -0.97 1.56 1.06 -0.635
H 4.4484 -1.1389 -2.6987 -0.20 -0.16 -0.13 0.270
H 4.0239 -2.5284 -3.6454 0.03 0.36 0.25 0.122
H 1.2200 -3.0498 -2.1022 -0.21 -1.69 -0.12 -0.337
H 2.6771 -3.8651 -2.8435 -0.89 0.09 0.11 0.286
N 1.1445 0.6748 0.3157 4.06 0.29 -0.47 1.238
C -0.1002 0.3475 0.4207 -0.92 2.94 2.83 -0.433
N -0.4034 -0.5872 -0.4023 -2.14 -4.26 -3.62 1.043
O -0.8311 0.9148 1.2180 -1.70 0.27 0.87 -0.684
H 1.6459 0.1278 -0.3695 0.71 0.64 0.26 0.216
H 1.5297 1.5353 0.6781 -0.49 -0.27 -0.41 -0.002
H 0.3049 -0.8082 -1.0875 -0.25 -0.33 -0.01 -0.552
H -1.3431 -0.8868 -0.6198 0.38 0.28 0.46 -0.226
```
Forces are in eV/Å.

No. 2
A structure of composition C13H24Br2Cl3FKMgNO9PV at a distorted geometry. Source: OMol25; level of theory: the ωB97M-V functional and the def2-TZVPD basis.

The total energy is -9954.3238 Ha. The value obtained for the HOMO-LUMO gap is 2.42 eV. As for the max |F|: 3.1 eV Å⁻¹. As for the total charge: +2.

```
57
Properties=species:S:1:pos:R:3:forces:R:3:nbo_charge:R:1
C -1.5640 1.9184 0.2627 -0.14 0.16 -0.38 -0.439
C -0.2621 1.8654 0.0172 0.40 -0.02 0.39 -0.121
C 0.3515 1.4957 -1.2984 -0.34 0.47 0.03 -0.457
C 0.6711 -0.0101 -1.4415 -0.32 -0.36 0.05 -0.321
C 2.0577 -0.3624 -0.8488 -0.14 0.74 0.09 -0.059
C 2.5545 0.4484 0.3345 0.73 -0.50 0.10 -0.131
O 1.8532 0.1179 1.5221 -0.16 0.09 0.12 -0.310
O 2.8322 -0.4582 2.4106 -0.02 -0.20 -0.15 -0.455
N 2.2275 -1.8213 -0.4816 0.27 -0.05 0.33 -0.497
C 1.0211 -2.4578 0.1041 -1.53 -1.07 -1.33 -0.096
C 1.2821 -3.8614 0.5781 0.21 -0.13 0.04 -0.247
C 0.3698 -4.5038 1.2957 -0.25 0.06 0.05 -0.325
C -0.0410 -2.3678 -1.0051 0.62 1.05 0.26 -0.395
C -0.5174 -0.8999 -1.0312 0.08 -1.47 -0.32 -0.555
P -1.8391 -0.6554 -2.3371 0.37 1.20 -0.54 1.088
O -3.1431 -0.2868 -1.4193 0.24 -0.52 0.40 -0.968
Cl -2.2784 -2.5316 -3.0614 -0.11 -0.17 0.28 -0.302
H -1.9604 1.7127 1.2502 -0.03 0.77 0.31 0.162
H -2.2511 2.1193 -0.5505 -0.22 -0.65 -0.09 0.161
H 0.4048 2.0653 0.8504 0.12 -0.78 0.21 0.213
H 1.2458 2.0925 -1.4601 0.02 0.03 -0.42 0.241
H -0.3755 1.6954 -2.0882 0.18 0.22 -0.22 0.241
H 0.7743 -0.1547 -2.5595 -0.01 0.12 1.29 0.317
H 2.7800 -0.1646 -1.6436 0.03 -0.06 -0.11 0.250
H 3.6003 0.1795 0.4926 0.08 0.08 0.09 0.227
H 2.5813 1.5172 0.1426 -0.32 0.11 0.03 0.232
H 2.4839 -0.2069 3.2770 -0.08 0.15 0.01 0.485
H 2.4901 -2.3506 -1.3136 -0.07 -0.04 -0.07 0.436
H 3.0054 -1.9337 0.1754 0.06 0.23 0.04 0.446
H 0.6290 -1.8751 0.9262 0.64 0.29 0.25 0.248
H 2.1895 -4.3952 0.3130 0.63 0.52 0.65 0.223
H -0.6837 -4.2759 1.1788 -0.05 0.64 0.75 0.198
H 0.6292 -5.2349 2.0455 0.00 -0.87 -0.70 0.230
H -0.8507 -3.0640 -0.8346 -0.01 -0.15 -0.03 0.250
H 0.4668 -2.5541 -1.9544 -0.31 -0.54 -0.18 0.200
H -0.9260 -0.7142 -0.0391 -0.23 0.37 -0.06 0.237
H -3.3278 0.6324 -1.6119 -0.37 0.06 -0.15 0.481
O -7.6106 -1.2346 -0.3151 -0.11 0.03 0.07 -0.766
Cl -6.2201 -1.0810 -0.5073 -0.57 -0.42 -0.82 2.533
O -5.8570 0.2732 0.1180 0.49 1.67 0.08 -0.852
O -5.8564 -0.9973 -1.8779 -0.09 0.24 0.00 -0.778
O -5.4617 -2.0617 0.1717 0.27 0.18 0.34 -0.733
Br 2.8296 3.1380 2.7527 -0.03 -0.04 0.04 -0.046
C 4.6560 2.8533 3.3773 -0.05 0.12 0.06 -0.431
C 5.6614 3.4232 2.4153 0.11 -0.14 -0.07 -0.447
Br 5.8635 2.3035 0.8359 -0.04 0.05 -0.02 -0.021
H 4.7746 1.7848 3.5218 0.03 -0.02 -0.03 0.231
H 4.7144 3.3598 4.3374 0.00 0.04 -0.02 0.241
H 6.6461 3.4564 2.8748 0.00 -0.02 0.03 0.246
H 5.3910 4.4129 2.0638 -0.02 0.02 0.02 0.240
O -5.5202 4.7001 -1.5820 -1.27 -0.20 -0.89 -0.637
V -6.1440 3.2072 -1.4807 1.87 -1.59 1.87 1.820
O -6.9958 1.7695 -1.5953 -0.83 0.96 -0.92 -0.587
F -4.8995 -0.5404 2.3887 0.41 -1.07 0.55 -0.904
Cl 1.0423 0.4442 -4.3792 0.36 0.18 -0.84 -0.878
K -0.5673 -1.0220 -6.0761 -0.16 -0.11 -0.16 0.978
Mg -4.9269 1.0913 2.7595 -0.35 0.36 -0.34 1.902
```
Forces are in eV/Å.